[1]
ORCA calculation (ωB97M-V with the def2-TZVPD basis set) on C51H57N7O5P3RuSe2 as an isolated structure at a distorted geometry.

Geometry as XYZ:
```
126
Properties=species:S:1:pos:R:3
Ru 0.62716 0.78067 0.66923
O 4.68605 -0.58404 0.81364
C 3.58009 -0.17394 0.45969
N 2.40720 -0.48824 0.98109
C 2.29149 -1.42974 2.05165
C 0.88020 -1.94037 2.11534
C 0.57948 -3.28275 2.33090
C -0.74248 -3.69195 2.30012
C -1.73904 -2.74333 2.12268
C -1.35836 -1.42389 1.95950
N -0.08953 -1.05061 1.92676
C 3.44688 0.80901 -0.68416
C 4.57872 1.31495 -1.31285
C 4.42036 2.17335 -2.38632
C 3.13681 2.50990 -2.79319
C 2.06330 1.97895 -2.09493
N 2.21828 1.15018 -1.07338
H 2.50495 -0.91138 3.00315
H 3.00811 -2.24987 1.91869
H 1.37408 -3.99597 2.48939
H -0.99400 -4.73797 2.39602
H -2.78366 -3.01295 2.11157
H -2.09251 -0.63420 1.84062
H 5.54938 1.02683 -0.93885
H 5.28145 2.57390 -2.89838
H 2.96674 3.16480 -3.63399
H 1.04076 2.21633 -2.37024
Se 0.57961 -3.77120 -5.12930
P -1.03024 -3.50289 -3.80056
C -1.61265 -4.99449 -2.93512
C -0.97134 -6.20746 -3.12989
C -1.44164 -7.34309 -2.49296
C -2.55191 -7.26442 -1.66833
C -3.18909 -6.04842 -1.46790
C -2.71973 -4.90915 -2.09401
C -2.45215 -2.93777 -4.79441
C -2.26065 -1.80511 -5.57804
C -3.18651 -1.45568 -6.54112
C -4.30576 -2.24809 -6.73931
C -4.49760 -3.38094 -5.96630
C -3.57284 -3.73106 -4.99796
C -0.57520 -2.42416 -2.44279
C -0.75736 -1.15971 -1.87575
N 0.12262 -1.09064 -0.85250
N 0.79243 -2.20834 -0.80246
N 0.40172 -3.01919 -1.73413
P -1.84143 0.22073 -2.12265
Se -1.97509 1.47562 -0.39023
C -3.44820 -0.53732 -2.51028
C -3.95511 -1.42062 -1.56187
C -5.16683 -2.04681 -1.78610
C -5.87459 -1.78812 -2.95034
C -5.37725 -0.89593 -3.88415
C -4.16242 -0.26962 -3.66887
C -1.29553 1.09817 -3.61420
C -0.23011 0.63510 -4.37541
C 0.07950 1.27240 -5.56404
C -0.66963 2.35885 -5.98556
C -1.69013 2.85991 -5.19088
C -1.99762 2.23535 -3.99745
H -0.11416 -6.25073 -3.78868
H -0.94467 -8.28926 -2.64651
H -2.92907 -8.15411 -1.18601
H -4.05882 -5.99511 -0.82776
H -3.21628 -3.95637 -1.95788
H -1.36461 -1.21642 -5.44288
H -3.02349 -0.57917 -7.15243
H -5.02133 -1.99198 -7.50681
H -5.35783 -4.01276 -6.13351
H -3.71935 -4.62787 -4.41533
H -3.38694 -1.60187 -0.65627
H -5.56443 -2.73440 -1.05345
H -6.81735 -2.28184 -3.12807
H -5.93488 -0.68688 -4.78447
H -3.76571 0.41982 -4.39828
H 0.34525 -0.21820 -4.04249
H 0.89483 0.90910 -6.16992
H -0.45439 2.82000 -6.93686
H -2.24884 3.72934 -5.50465
H -2.77643 2.61103 -3.34695
C 0.21670 5.92538 2.44982
C -0.64326 4.76643 1.93874
C -1.28466 4.02633 3.11930
C -1.71211 5.27252 0.95256
C 0.16786 3.81792 1.21464
N 0.74475 3.06882 0.55743
H -0.42206 6.63863 2.96498
H 0.70941 6.43426 1.62542
H 0.96381 5.56119 3.15039
H -1.92728 4.70977 3.67008
H -0.51338 3.64697 3.78765
H -1.87467 3.18257 2.76391
H -2.41940 5.90838 1.48049
H -2.25601 4.43457 0.51306
H -1.25482 5.84910 0.14878
C 4.38983 3.53578 4.47826
C 4.21816 2.47313 3.38974
C 3.66590 3.11337 2.11961
C 5.55434 1.77088 3.11135
O 3.32502 1.46170 3.83848
P 1.73423 1.68648 4.09878
O 1.39469 3.01069 4.67982
O 0.95388 1.34933 2.84621
O 1.45894 0.42256 5.04992
C 1.91392 0.20503 6.38438
C 1.80912 1.45881 7.24883
C 0.98182 -0.87951 6.93514
C 3.35773 -0.30378 6.38163
H 4.98312 4.36760 4.10576
H 4.88510 3.10663 5.34693
H 3.40899 3.89520 4.77360
H 4.37669 3.81774 1.69399
H 2.73646 3.62207 2.35866
H 3.45063 2.33390 1.39138
H 6.33682 2.50975 2.95073
H 5.47547 1.12550 2.23998
H 5.81970 1.15160 3.96450
H 0.79484 1.84749 7.21649
H 2.47415 2.23166 6.87650
H 2.07039 1.21882 8.27845
H -0.04248 -0.51879 6.91919
H 1.25662 -1.13892 7.95363
H 1.04201 -1.76596 6.30992
H 4.02802 0.46520 6.01053
H 3.45033 -1.17469 5.73712
H 3.65002 -0.57798 7.39355
```

Values from the calculation:
multiplicity: 2
HOMO-LUMO gap (spin up / spin down): 6.4 / 6.8 eV
M: 1200.0 g/mol


[2]
ORCA calculation (ωB97M-V with the def2-TZVPD basis set) on a 9-piece molecular cluster, C51H59BBrO28P overall at a distorted geometry.

Geometry as XYZ:
```
141
Properties=species:S:1:pos:R:3
C 1.29049 -5.89866 -0.28612
C 1.96859 -4.51924 -0.34329
B 2.07509 -4.00236 -1.83127
O 3.10780 -4.48891 -2.61190
C 1.09294 -2.91847 -2.50147
C -0.17534 -3.25431 -3.03246
P -0.71554 -4.98295 -2.98635
O -1.49005 -5.40735 -4.18457
C -1.05327 -2.30944 -3.58338
C -2.44862 -2.64582 -4.09771
C -3.46754 -1.55176 -3.75741
C -3.53744 -1.22121 -2.27988
C -4.01200 0.01803 -1.85650
C -4.06798 0.35861 -0.51076
C -3.64615 -0.53504 0.46713
C -3.20218 -1.79192 0.06706
C -3.15462 -2.11691 -1.27918
C -0.65547 -0.97671 -3.63842
C 0.58065 -0.63571 -3.13506
C 1.44905 -1.56672 -2.57128
C 2.74615 -1.01424 -2.04219
O 3.80834 -1.55712 -2.20538
C 2.61458 0.32264 -1.34572
C 1.73172 1.22771 -1.93094
C 1.50338 2.47989 -1.38217
C 2.18002 2.79791 -0.22143
C 3.05279 1.89789 0.37917
C 3.30526 0.64083 -0.17008
C 4.24231 -0.34779 0.48148
Br 3.06779 -1.77535 1.18072
C 5.10573 0.21843 1.60122
C 5.70833 -0.85036 2.53462
C 1.01716 0.79217 -3.15431
O 0.82619 1.51475 -4.10008
H 1.46341 -6.41350 0.65559
H 1.65583 -6.55443 -1.07815
H 0.21338 -5.78276 -0.39206
H 1.47764 -3.79833 0.30780
H 3.00025 -4.59034 0.01259
H 2.80934 -4.95938 -3.39730
H -1.52457 -5.13889 -1.83719
H 0.38264 -5.84786 -2.81498
H -2.78985 -3.53082 -3.57024
H -2.45565 -2.87845 -5.15997
H -4.46573 -1.84497 -4.08799
H -3.24337 -0.63690 -4.30813
H -4.33219 0.77600 -2.56373
H -4.43863 1.33217 -0.21885
H -3.67182 -0.25755 1.51058
H -2.87515 -2.49341 0.82336
H -2.81158 -3.09989 -1.57159
H -1.29454 -0.21401 -4.05158
H 0.81855 3.16533 -1.85953
H 1.98527 3.76451 0.22403
H 3.51776 2.22028 1.29561
H 4.84631 -0.83111 -0.27660
H 5.95784 0.70166 1.11771
H 4.58175 0.92716 2.22993
H 6.66118 -0.51345 2.93893
H 5.82483 -1.81750 2.05339
H 5.05453 -0.97240 3.39703
O 3.17953 6.33294 -0.44519
C 3.55100 6.08280 -1.54513
O 3.75893 4.82964 -2.01695
C 3.96688 4.91583 -3.42958
C 4.44842 6.34089 -3.59776
O 3.81900 7.00767 -2.49928
H 4.69416 4.17736 -3.75668
H 3.01845 4.72901 -3.93779
H 5.53076 6.43291 -3.49268
H 4.14497 6.78496 -4.54228
O -1.44795 -4.61243 1.59670
C -0.70057 -4.50340 2.51897
O 0.37850 -5.29699 2.72357
C 1.15770 -4.71938 3.78087
C 0.13955 -3.89562 4.53104
O -0.80553 -3.57404 3.48957
H 1.61290 -5.49480 4.39120
H 1.94405 -4.10589 3.33939
H -0.37197 -4.46779 5.30806
H 0.57215 -2.99414 4.97900
O 3.60760 -3.33721 -8.73264
C 3.27016 -2.89236 -7.68510
O 1.98387 -2.65123 -7.32817
C 1.96250 -2.34162 -5.93139
C 3.37115 -1.84982 -5.68560
O 4.11857 -2.55555 -6.68162
H 1.20819 -1.59047 -5.71269
H 1.73564 -3.25028 -5.37014
H 3.47495 -0.77612 -5.86025
H 3.73677 -2.08448 -4.68771
O 1.61068 -2.54468 6.46346
C 1.71570 -1.42776 6.87596
O 1.80838 -1.10470 8.18186
C 2.14347 0.28819 8.26907
C 1.64137 0.81866 6.94786
O 1.74737 -0.33223 6.09407
H 1.65795 0.75161 9.12371
H 3.22495 0.38360 8.37886
H 0.59888 1.12634 6.99263
H 2.24008 1.64128 6.56634
O -2.81004 5.45818 0.27985
C -2.35892 5.74468 -0.78016
O -2.84830 6.72239 -1.58919
C -1.90490 6.91768 -2.65068
C -1.18329 5.59040 -2.69619
O -1.28795 5.13943 -1.34459
H -2.41747 7.15325 -3.57974
H -1.24624 7.74676 -2.38640
H -1.67495 4.86624 -3.34869
H -0.14069 5.68332 -2.99133
O -6.27514 -4.96806 -0.94668
C -6.00887 -5.56537 -1.93607
O -6.76319 -6.56456 -2.46009
C -6.24961 -6.87364 -3.75770
C -4.81666 -6.39947 -3.66312
O -4.90788 -5.34189 -2.69979
H -6.33317 -7.93834 -3.96064
H -6.82527 -6.32233 -4.50398
H -4.14253 -7.16871 -3.28407
H -4.42661 -6.02637 -4.60619
O -1.44938 11.88339 1.44232
C -2.12081 10.90777 1.51634
O -3.04457 10.67861 2.48452
C -3.80191 9.52346 2.11066
C -2.84972 8.79826 1.18871
O -2.06894 9.86806 0.64535
H -4.07532 8.93879 2.98507
H -4.71234 9.84710 1.60243
H -2.18919 8.11526 1.72546
H -3.35896 8.24903 0.40237
O -0.64497 3.00098 9.30327
C -1.35512 2.05060 9.35627
O -2.35904 1.87923 10.24395
C -3.11471 0.72973 9.84595
C -2.10749 -0.05437 9.03283
O -1.25722 0.98106 8.52477
H -3.47511 0.18709 10.71566
H -3.96867 1.05851 9.25176
H -1.51008 -0.73289 9.64432
H -2.55940 -0.61560 8.21910
```

Values from the calculation:
structure (SMILES): CCB(O)c1c([PH2]=O)c(CCc2ccccc2)cc2c1C(=O)c1c(cccc1[C@H](Br)CC)C2=O.O=C1OCCO1.O=C1OCCO1.O=C1OCCO1.O=C1OCCO1.O=C1OCCO1.O=C1OCCO1.O=C1OCCO1.O=C1OCCO1
multiplicity: 1
HOMO-LUMO gap: 7.9 eV
M: 1241.7 g/mol


[3]
ORCA calculation (ωB97M-V with the def2-TZVPD basis set) on C51H62BrN3O6PReS2 as an isolated structure.

Geometry as XYZ:
```
127
Properties=species:S:1:pos:R:3
Re -0.10928 -0.36398 0.01341
C 1.16014 -2.52135 4.05082
C 0.13588 -1.39146 3.97893
C -1.23518 -1.93104 3.59401
C 0.63623 -0.21724 3.12219
C 1.86187 0.44290 3.74580
O 2.95703 -0.00707 2.91393
C 2.43459 -0.48338 1.78725
N 1.14643 -0.57813 1.75675
C 3.46657 -0.81788 0.77469
C 4.72890 -1.11423 1.30340
C 5.79251 -1.43508 0.48022
C 5.62241 -1.43246 -0.89445
C 4.38038 -1.12811 -1.42526
C 3.28590 -0.83260 -0.61475
P 1.68875 -0.48479 -1.43288
C 2.04326 1.06130 -2.34121
C 1.01924 1.61131 -3.10989
C 1.17649 2.84196 -3.72482
C 2.35734 3.55275 -3.56336
C 3.37621 3.02403 -2.78643
C 3.22282 1.78502 -2.17748
C 1.65709 -1.79238 -2.70425
C 2.08113 -3.17323 -2.31501
C 1.53045 -4.26563 -3.15939
C 1.07918 -3.98862 -4.40471
C 0.98300 -2.65524 -4.86441
C 1.21810 -1.58491 -3.98061
H 0.87375 -3.25041 4.80835
H 2.16866 -2.17822 4.28915
H 1.19004 -3.03505 3.08923
H 0.04666 -0.95369 4.98159
H -1.22244 -2.39250 2.60569
H -1.99327 -1.15133 3.58307
H -1.54030 -2.68707 4.31972
H -0.16960 0.49663 2.98913
H 2.06555 0.11273 4.76160
H 1.84259 1.53287 3.70450
H 4.87334 -1.09381 2.37326
H 6.75377 -1.67181 0.91506
H 6.45258 -1.65846 -1.55027
H 4.25307 -1.10348 -2.50202
H 0.07652 1.09500 -3.21218
H 0.36303 3.24840 -4.31272
H 2.47999 4.51859 -4.03511
H 4.29623 3.57637 -2.64681
H 4.02653 1.40288 -1.56409
H 3.17942 -3.23022 -2.37019
H 1.61152 -5.27878 -2.79275
H 0.77237 -4.79864 -5.05268
H 0.64595 -2.44940 -5.87024
H 1.00346 -0.58153 -4.32289
C 1.02136 5.18733 0.67757
C 1.14483 4.18327 1.81348
N -0.13803 3.55387 2.13962
C -0.94515 4.21738 3.16858
C -0.76326 3.57143 4.53237
C -0.61282 2.47259 1.51226
S 0.41013 1.83219 0.21720
N -1.81343 2.05964 1.86832
C -2.38314 0.88771 1.58534
O -1.79404 -0.17971 1.27528
C -3.85799 0.81488 1.73965
C -4.53435 -0.27338 1.19208
C -5.91320 -0.35042 1.28872
C -6.61983 0.65165 1.94073
C -5.94854 1.73544 2.49057
C -4.57032 1.82211 2.38460
H 1.99552 5.62039 0.45063
H 0.34426 5.99920 0.94516
H 0.64328 4.70423 -0.22424
H 1.48985 4.67267 2.72528
H 1.87316 3.41117 1.56791
H -1.98801 4.18140 2.86100
H -0.63411 5.26200 3.18666
H -1.09610 2.53317 4.50500
H -1.35131 4.09613 5.28505
H 0.28246 3.60118 4.84501
H -3.96747 -1.04078 0.68324
H -6.43881 -1.18991 0.85332
H -7.69733 0.58944 2.01807
H -6.50135 2.51426 2.99855
H -4.03638 2.66443 2.80128
C -4.42876 0.99791 -6.92165
C -3.03192 1.47801 -6.50507
C -2.97765 2.99789 -6.65356
C -1.98073 0.86181 -7.43837
C -2.74543 1.03670 -5.07312
C -2.55571 1.92020 -4.02639
C -2.24998 1.44670 -2.75953
Br -2.24101 2.75341 -1.38848
C -2.05283 0.09001 -2.47320
O -1.58868 -0.27196 -1.26309
C -2.44235 -0.82427 -3.48136
C -2.73061 -0.31410 -4.74369
C -2.78700 -2.29713 -3.23541
C -2.55329 -3.17082 -4.47791
C -2.01389 -2.92604 -2.08841
C -4.28537 -2.34108 -2.88700
H -4.64556 1.31023 -7.94485
H -5.19372 1.41703 -6.26618
H -4.50977 -0.08902 -6.88090
H -3.16453 3.26984 -7.69310
H -1.99894 3.39545 -6.37633
H -3.73522 3.49229 -6.04308
H -2.15610 1.17874 -8.46796
H -2.01336 -0.22863 -7.41435
H -0.97528 1.17691 -7.15091
H -2.65417 2.98735 -4.16062
H -2.99055 -1.01934 -5.51836
H -1.56189 -3.00857 -4.89915
H -3.29067 -3.00060 -5.26232
H -2.63388 -4.22061 -4.19338
H -0.94020 -2.83469 -2.25220
H -2.25299 -3.98712 -2.03073
H -2.26324 -2.47132 -1.13143
H -4.88769 -1.92704 -3.69737
H -4.48978 -1.76148 -1.98409
H -4.60177 -3.37212 -2.71244
C 1.44150 -4.61545 1.26961
S 0.65072 -3.83409 -0.08802
O -0.10334 -4.80416 -0.80267
O 1.93846 -3.38424 -0.85309
O -0.04089 -2.64142 0.38557
H 1.96428 -5.47806 0.86564
H 0.66352 -4.92968 1.96277
H 2.13675 -3.92525 1.73932
```

Values from the calculation:
multiplicity: 2
HOMO-LUMO gap (spin up / spin down): 6.5 / 6.1 eV
M: 1174.3 g/mol
total charge: +1